Density functional theory data (ωB97M-V/def2-TZVPD) for a structure of composition C36H39BaClF3N11O5S3 at a distorted geometry.

Summary:
Charge   -2
Relative energy (zero: lowest compared OMol25 entry of this formula, charge and spin)   0.000 eV
HOMO   -0.0372 Ha

Last column: Löwdin charge in e.
Geometry (Å):
Ba1 -2.35 1.85 -1.36  1.80
Cl1 -3.67 2.10 4.14  0.40
S1 -4.08 0.02 -3.92  0.56
S2 3.13 -1.62 -2.09  0.40
S3 3.31 -0.09 -4.68  0.50
F1 -6.17 5.28 -1.35  0.06
F2 -5.28 5.67 0.66  0.14
F3 -4.36 6.62 -1.08  0.16
O1 -2.79 1.00 1.10  -0.25
O2 -4.63 3.19 -1.46  -0.22
O3 0.79 -0.18 4.01  0.06
O4 -0.93 2.27 1.52  -0.08
O5 -2.98 4.30 -0.38  -0.14
N1 -1.94 -1.61 -1.47  0.10
N2 2.96 -0.90 3.81  0.13
N3 1.58 -4.52 -3.28  0.09
N4 -3.86 -2.54 -2.47  0.02
N5 -5.88 -1.90 -3.17  -0.15
N6 0.50 3.46 -1.20  -0.11
N7 -1.34 4.21 -3.23  -0.13
N8 -0.14 1.55 -3.61  -0.12
N9 3.11 2.07 1.65  0.09
N10 1.39 -2.14 5.06  0.12
N11 3.26 -2.61 -7.06  0.06
C1 2.27 -3.00 5.77  -0.24
C2 -5.99 -3.15 -2.64  -0.10
C3 -4.95 5.50 -0.65  -0.49
C4 2.63 1.04 2.36  -0.06
C5 -0.72 5.29 -2.47  -0.22
C6 5.10 2.03 2.96  -0.10
C7 -0.63 3.86 -4.50  -0.22
C8 4.24 2.64 2.02  -0.15
C9 1.21 1.86 -3.08  -0.23
C10 3.20 -3.76 5.03  -0.03
C11 -4.78 -3.58 -2.31  -0.06
C12 -4.15 4.25 -0.86  -0.59
C13 4.75 -5.84 7.77  -0.06
C14 2.87 -4.15 7.77  -0.08
C15 2.11 -3.69 -3.92  -0.27
C16 3.48 0.30 3.20  -0.17
C17 -2.54 -2.62 -2.11  -0.33
C18 -6.96 -1.10 -3.78  -0.06
C19 -1.96 1.61 1.84  -0.79
C20 -0.64 2.32 -4.76  -0.23
C21 -0.58 -3.93 -2.02  -0.10
C22 2.07 -3.25 7.14  -0.03
C23 1.68 -0.99 4.27  -0.48
C24 3.89 -4.78 7.08  -0.28
C25 -1.81 -3.74 -2.54  -0.02
C26 3.04 -2.66 -5.89  -0.37
C27 -2.04 1.62 3.32  -0.44
C28 0.06 -2.93 -1.28  -0.08
C29 3.06 -1.44 -3.79  -1.34
C30 0.63 4.74 -1.88  -0.20
C31 4.73 0.86 3.57  -0.04
C32 1.30 2.37 -1.58  -0.26
C33 -0.67 -1.81 -0.97  -0.12
C34 4.05 -4.60 5.69  -0.05
C35 2.80 -2.65 -4.54  -0.47
C36 -4.57 -1.41 -3.16  -0.63
H1 -6.68 -0.07 -3.78  0.03
H2 0.47 -2.05 5.48  0.15
H3 5.20 -5.55 8.73  0.07
H4 2.36 2.62 -1.45  0.11
H5 1.02 5.58 -1.26  0.11
H6 -6.95 -3.70 -2.54  0.13
H7 2.77 -4.32 8.84  0.12
H8 -1.69 2.03 -5.01  0.10
H9 1.85 0.92 -3.06  0.01
H10 3.74 -1.42 4.25  0.13
H11 -0.11 0.57 -3.91  0.10
H12 -2.27 -4.37 -3.28  0.11
H13 0.01 2.24 -5.67  0.12
H14 1.14 -2.92 -0.97  0.06
H15 1.65 2.61 -3.75  0.09
H16 -0.39 -1.11 -0.15  0.12
H17 1.63 0.73 2.11  0.11
H18 -4.42 -4.53 -1.95  0.12
H19 0.00 -4.80 -2.30  0.05
H20 -7.07 -1.27 -4.89  0.10
H21 1.26 -2.76 7.70  0.12
H22 4.24 -6.77 7.92  0.06
H23 6.11 2.48 3.20  0.11
H24 -1.94 0.56 3.72  0.08
H25 -1.29 2.28 3.80  0.08
H26 0.36 3.49 -0.15  0.12
H27 -0.56 6.30 -3.03  0.13
H28 -1.41 5.49 -1.63  0.09
H29 1.12 1.46 -0.96  0.11
H30 4.88 -5.11 5.21  0.11
H31 -7.92 -1.26 -3.21  0.10
H32 -2.30 4.41 -3.51  0.10
H33 3.12 -3.74 3.94  0.13
H34 5.44 0.34 4.26  0.12
H35 1.34 4.59 -2.69  0.09
H36 0.43 4.27 -4.58  0.12
H37 4.49 3.60 1.62  0.09
H38 5.65 -5.99 7.06  0.09
H39 -1.13 4.46 -5.33  0.12


Density functional theory data (ωB97M-V/def2-TZVPD) for a structure of composition C40H78Br8F3NiO16S7 at a distorted geometry.

Summary:
Charge   +1
HOMO (spin up / spin down)   -0.4231 / -0.4231 Ha
Spin multiplicity   3

Last column: Löwdin spin population.
Geometry (Å):
Br1 3.54 -2.16 2.38  0.00
Br2 0.25 5.07 3.38  0.00
Br3 -5.24 6.31 2.01  0.00
Br4 0.89 1.26 7.40  0.00
Br5 2.36 2.42 3.81  0.00
Br6 -0.58 -2.00 5.42  0.00
Br7 -4.23 3.11 3.28  0.00
Br8 -0.11 -5.18 3.17  0.00
Ni1 -1.99 2.76 -2.64  1.76
S1 7.83 -1.18 -0.72  0.00
S2 7.73 3.20 2.19  0.00
S3 -0.39 -5.43 -0.90  0.00
S4 -7.48 -3.36 1.66  0.00
S5 -0.16 0.00 -3.78  0.00
S6 -5.26 2.12 -3.06  0.00
S7 1.13 3.98 -3.67  0.00
F1 -2.95 -1.00 -0.46  0.00
F2 -3.61 0.13 1.26  0.00
F3 -1.82 -1.12 1.38  0.00
O1 0.30 -6.44 -0.09  0.00
O2 -6.07 2.96 -3.94  0.00
O3 8.33 -1.25 0.67  0.00
O4 7.22 4.25 3.09  0.00
O5 7.89 -0.02 -1.66  0.00
O6 -2.04 1.86 -0.75  0.14
O7 1.25 0.25 -3.80  0.00
O8 -7.20 -3.04 0.30  0.00
O9 -8.22 -4.59 2.04  0.00
O10 -1.06 1.05 -3.26  0.03
O11 0.01 3.76 -2.75  0.01
O12 -0.35 0.43 -0.38  0.00
O13 0.43 -4.46 -1.66  0.00
O14 9.01 3.31 1.49  0.00
O15 -3.86 2.14 -3.04  0.02
O16 0.83 4.04 -5.11  0.00
C1 -0.86 -0.49 -5.40  0.00
C2 -0.06 -0.08 4.94  0.00
C3 -5.96 -1.82 3.36  0.00
C4 -1.70 -4.62 0.19  0.00
C5 2.57 2.96 -3.26  0.00
C6 -5.91 0.33 -3.09  0.00
C7 -0.63 -1.65 -3.05  0.00
C8 2.92 4.20 3.08  0.00
C9 -3.41 5.54 1.75  0.00
C10 7.23 -3.54 -1.93  0.00
C11 6.32 2.71 0.98  0.00
C12 -6.97 -0.92 2.69  0.00
C13 2.23 -3.37 3.18  0.00
C14 0.86 0.35 0.42  0.00
C15 -5.77 2.46 -1.38  0.00
C16 1.96 5.53 -3.08  0.00
C17 5.98 1.35 3.04  0.00
C18 1.77 4.77 2.19  0.00
C19 -2.02 -1.88 -3.61  0.00
C20 3.46 5.28 -3.33  0.00
C21 -3.48 4.01 1.71  0.00
C22 -6.16 0.11 -1.57  0.00
C23 -5.86 -3.22 2.66  0.00
C24 -1.57 0.93 0.19  0.02
C25 -2.88 -4.30 -0.77  0.00
C26 -2.01 -1.60 -5.12  0.00
C27 -6.83 1.37 -1.04  0.00
C28 8.45 -2.64 -1.59  0.00
C29 -8.15 -1.87 2.45  0.00
C30 6.14 -3.32 -0.90  0.00
C31 7.48 1.57 3.10  0.00
C32 1.03 -3.79 2.30  0.00
C33 3.60 3.85 -2.73  0.00
C34 -0.45 0.98 5.96  0.00
C35 -2.51 -0.28 0.60  0.00
C36 -2.93 -5.39 -1.83  0.00
C37 5.65 1.43 1.51  0.00
C38 -1.60 -6.21 -2.00  0.00
C39 6.03 -1.81 -0.63  0.00
C40 1.92 -0.48 -0.30  0.00
H1 -4.15 3.75 0.89  0.00
H2 -1.09 -6.11 -2.96  0.00
H3 9.15 -3.25 -1.02  0.00
H4 6.33 -3.73 0.10  0.00
H5 8.02 0.81 2.54  0.00
H6 6.83 2.38 0.07  0.00
H7 4.57 1.40 1.37  0.00
H8 -7.15 1.25 0.00  0.00
H9 1.76 -1.55 -0.38  0.00
H10 5.55 2.17 3.62  0.00
H11 5.93 0.54 0.94  0.00
H12 2.15 -0.16 -1.32  0.00
H13 0.50 -2.87 2.04  0.00
H14 -5.04 -1.24 3.46  0.00
H15 5.78 3.61 0.70  0.00
H16 -6.02 -4.08 3.31  0.00
H17 2.95 2.43 -4.14  0.00
H18 1.32 4.05 1.52  0.00
H19 -6.79 0.39 -3.72  0.00
H20 3.80 4.10 2.44  0.00
H21 4.07 6.00 -2.78  0.00
H22 -8.79 -1.45 1.67  0.00
H23 -3.03 -1.27 -5.34  0.00
H24 -1.36 0.67 6.47  0.00
H25 5.46 -1.35 -1.43  0.00
H26 4.58 3.39 -2.83  0.00
H27 3.55 3.94 -1.64  0.00
H28 -1.24 -3.75 0.64  0.00
H29 -7.18 -0.01 3.26  0.00
H30 0.11 -2.38 -3.37  0.00
H31 0.99 -0.13 4.65  0.00
H32 3.61 5.23 -4.41  0.00
H33 -0.51 -1.61 -1.97  0.00
H34 -1.32 1.60 1.02  0.00
H35 5.57 0.40 3.38  0.00
H36 2.81 -4.24 3.48  0.00
H37 -4.93 2.39 -0.68  0.00
H38 1.79 -2.94 4.09  0.00
H39 -2.99 5.84 2.71  0.00
H40 -2.24 -2.94 -3.49  0.00
H41 5.46 -1.51 0.24  0.00
H42 -0.04 -1.11 -5.78  0.00
H43 -3.24 -4.82 -2.71  0.00
H44 -3.89 -4.17 -0.39  0.00
H45 -2.61 -1.17 -3.04  0.00
H46 9.01 -2.25 -2.45  0.00
H47 -2.05 -5.33 0.95  0.00
H48 -6.33 -2.11 4.34  0.00
H49 7.95 1.58 4.08  0.00
H50 -2.51 -3.35 -1.15  0.00
H51 1.85 5.63 -2.00  0.00
H52 1.28 -4.31 1.38  0.00
H53 -6.81 -0.75 -1.44  0.00
H54 -7.77 1.60 -1.53  0.00
H55 -2.55 3.47 1.54  0.00
H56 -0.57 1.98 5.54  0.00
H57 7.00 -3.26 -2.96  0.00
H58 -1.72 -7.24 -1.67  0.00
H59 -1.92 -2.49 -5.74  0.00
H60 2.16 5.69 1.76  0.00
H61 -0.60 0.17 4.03  0.00
H62 -5.24 -0.40 -3.55  0.00
H63 -5.31 -0.11 -0.92  0.00
H64 3.27 4.79 3.93  0.00
H65 -6.50 -0.68 1.73  0.00
H66 5.16 -3.74 -1.10  0.00
H67 2.87 -0.57 0.22  0.00
H68 0.60 -0.05 1.40  0.00
H69 -2.77 5.97 0.98  0.00
H70 -5.99 3.52 -1.49  0.00
H71 -4.94 -3.35 2.09  0.00
H72 -8.53 -2.19 3.42  0.00
H73 -3.75 -6.09 -1.68  0.00
H74 -1.08 0.40 -5.99  0.00
H75 1.42 1.28 0.41  0.00
H76 7.44 -4.58 -2.19  0.00
H77 2.21 2.24 -2.53  0.00
H78 1.44 6.35 -3.57  0.00


Density functional theory data (ωB97M-V/def2-TZVPD) for a structure of composition C16H29N2O4PTl at a distorted geometry.

Summary:
Charge   +3
HOMO   -0.6920 Ha

Last column: Löwdin charge in e.
Geometry (Å):
Tl1 -5.36 4.13 -2.81  1.19
P1 -1.97 1.44 0.98  0.64
O1 -2.00 0.83 2.49  -0.17
O2 -3.01 0.84 0.09  -0.18
O3 0.96 -2.07 0.04  0.04
O4 -2.14 3.05 0.93  -0.19
N1 5.27 -0.71 1.46  0.29
N2 2.20 -2.16 3.24  0.27
C1 2.22 -1.89 0.61  -0.27
C2 -0.31 1.03 0.15  -0.13
C3 0.38 -1.89 -3.48  0.04
C4 -3.53 3.49 0.98  -0.18
C5 2.56 -3.00 -2.75  -0.05
C6 2.26 0.81 0.70  -0.04
C7 2.95 -0.56 0.21  -0.29
C8 3.32 -0.47 -1.31  -0.06
C9 2.09 -0.45 -2.28  -0.10
C10 -2.88 -0.31 2.64  -0.22
C11 -4.12 3.79 -0.45  -0.25
C12 2.00 -1.66 -3.26  -0.26
C13 2.24 -2.13 2.10  -0.11
C14 -3.04 -0.61 4.19  -0.02
C15 0.81 0.75 1.24  -0.16
C16 4.29 -0.61 0.91  -0.15
H1 0.71 1.58 1.98  0.15
H2 -4.04 -0.27 4.52  0.10
H3 -4.11 2.71 1.51  0.13
H4 2.87 -2.72 0.20  0.19
H5 -2.28 -0.04 4.76  0.09
H6 2.39 -1.44 -4.28  0.16
H7 1.14 -0.33 -1.70  0.10
H8 3.81 0.54 -1.41  0.17
H9 -3.35 3.74 -1.25  0.04
H10 -2.92 -1.69 4.38  0.09
H11 0.21 -2.93 -3.82  0.12
H12 2.89 1.31 1.46  0.15
H13 2.30 -3.76 -3.52  0.12
H14 -4.94 3.07 -0.67  0.01
H15 2.13 -3.35 -1.80  0.09
H16 2.27 1.50 -0.18  0.14
H17 -0.12 -1.82 -2.49  0.07
H18 -0.01 1.79 -0.59  0.12
H19 -3.90 -0.14 2.24  0.13
H20 3.68 -2.97 -2.75  0.12
H21 -0.06 -1.12 -4.14  0.11
H22 -0.51 0.08 -0.38  0.08
H23 4.10 -1.21 -1.56  0.14
H24 -3.56 4.42 1.57  0.14
H25 0.34 -2.50 0.66  0.15
H26 2.16 0.47 -2.92  0.16
H27 -4.51 4.83 -0.43  0.06
H28 0.51 -0.17 1.78  0.11
H29 -2.41 -1.23 2.21  0.13


> Among the records above, which one has the lowest charge?

C36H39BaClF3N11O5S3